{"formula": "C4H12", "method": "wB97M-V/def2-TZVPD", "species": ["C", "C", "C", "C", "H", "H", "H", "H", "H", "H", "H", "H", "H", "H", "H", "H"], "positions_angstrom": [[1.635336, -0.467686, 1.202884], [-1.909029, 0.085277, -0.139702], [-1.523382, 1.362883, -0.862233], [1.768537, -0.933410, -0.235275], [-2.426900, 0.340693, 0.781371], [1.886389, -2.019812, -0.306131], [-1.044146, -0.467325, 0.232081], [0.691305, -0.777120, 1.658715], [2.705381, -0.604199, -0.683221], [-1.247945, 2.133769, -0.148328], [-0.697900, 1.191032, -1.565031], [0.968551, -0.622089, -0.892099], [-2.340874, 1.711636, -1.497701], [2.443069, -0.909667, 1.775089], [-2.543287, -0.629899, -0.674238], [1.634889, 0.605922, 1.353813]], "atomic_forces_ev_per_a": [[-0.41, -0.30, 0.17], [0.02, -0.36, 0.87], [0.00, -0.45, -0.86], [0.68, -0.30, -0.26], [-0.40, 0.03, 0.05], [-0.48, 0.01, 0.21], [0.12, 0.02, -0.30], [0.08, -0.31, -0.08], [0.04, 0.46, 0.03], [0.08, 0.13, -0.10], [0.02, 0.10, 0.28], [-0.28, 0.07, -0.07], [-0.07, 0.20, 0.27], [0.11, 0.09, 0.32], [0.17, 0.34, -0.22], [0.32, 0.28, -0.31]], "smiles": "CC.CC", "total_charge": 0, "total_energy_ha": -159.5796, "e_above_lowest_kcal_mol": 3.4, "spin_multiplicity": 1}